9 unconnected molecules or ions with the total composition C58H45FNO33 in a non-equilibrium geometry. Source: the OMol25 dataset; level of theory: ωB97M-V/def2-TZVPD.

XYZ file:
```
138
Properties=species:S:1:pos:R:3:forces:R:3
O 3.1958 -2.9206 8.0387 0.605 -0.043 -0.323
C 3.9275 -3.0751 7.1186 -1.196 0.197 0.703
F 5.2151 -2.7529 7.1816 0.110 -0.121 -0.461
C 3.4315 -3.6565 5.8059 0.088 -0.819 -0.250
N 3.3914 -2.7058 4.6584 1.474 0.103 0.251
C 3.1016 -1.2849 4.9924 -1.040 1.195 -0.356
C 1.7524 -1.0591 5.6971 -0.113 0.400 -0.567
C 0.6865 -2.0603 5.3339 0.765 0.577 0.813
C 0.0727 -2.7040 6.3789 0.425 0.344 1.485
C -0.8906 -3.6425 6.1907 -0.574 -0.607 0.286
C -1.2580 -3.9434 4.9092 -0.719 -0.744 0.035
C -0.6573 -3.3044 3.8630 -0.365 -0.322 -1.656
C 0.3131 -2.3514 4.0462 0.488 0.208 -0.236
H 4.0285 -4.5095 5.4809 0.216 0.058 0.156
H 2.4308 -4.0376 5.9793 -0.142 0.259 0.126
H 4.3226 -2.7252 4.2035 -0.208 0.057 -0.202
H 2.7307 -3.0519 3.9573 -0.257 0.066 0.171
H 3.0604 -0.7596 4.0376 0.177 -0.197 -0.125
H 3.9003 -0.8024 5.5534 0.321 -0.563 0.072
H 1.8619 -0.9582 6.7726 0.062 -0.317 0.065
H 1.3971 -0.0818 5.3602 0.195 0.112 0.020
H 0.3679 -2.4510 7.3898 0.070 0.005 0.041
H -1.3621 -4.1652 7.0071 0.010 0.095 0.238
H -2.0266 -4.6850 4.7589 -0.075 -0.027 -0.286
H -0.9605 -3.5633 2.8573 -0.022 0.049 -0.094
H 0.7845 -1.8390 3.2154 -0.162 0.018 -0.204
C -3.8993 -2.1852 0.0745 0.246 0.051 -0.204
C -3.7630 -2.2375 1.3946 0.241 0.234 -0.207
C -4.4999 -3.2408 2.2205 -0.389 -0.296 -0.502
O -4.2895 -3.2391 3.4144 0.269 0.075 0.775
C -5.4098 -4.1527 1.5558 0.116 0.056 0.287
C -5.5622 -4.0968 0.2256 -0.283 -0.255 0.265
C -4.7908 -3.1067 -0.6034 0.210 0.373 0.326
O -4.9281 -3.0929 -1.8026 -0.370 -0.381 -0.638
O -6.3896 -4.9065 -0.4192 0.363 0.249 -0.291
O -2.9597 -1.4065 2.0667 -0.044 -0.120 0.254
H -3.3667 -1.4677 -0.5348 -0.024 -0.016 -0.024
H -5.9483 -4.8601 2.1702 -0.030 -0.008 -0.031
H -6.3232 -4.6686 -1.3627 -0.176 0.016 -0.038
H -3.0468 -1.6602 3.0056 -0.041 0.013 0.041
C 7.9920 0.0753 4.2538 0.203 0.249 0.335
C 7.2989 -1.0522 4.1419 0.063 -0.243 0.235
C 6.6046 -1.4346 2.8560 -0.028 0.222 -0.576
O 5.9766 -2.4983 2.8298 -0.147 0.458 0.536
C 6.7048 -0.5240 1.7147 0.139 -0.071 0.476
C 7.4213 0.6208 1.8442 -0.367 -0.317 -0.635
C 8.1095 0.9749 3.1301 0.121 -0.146 0.394
O 8.7457 2.0028 3.1722 0.037 0.332 -0.277
O 7.6006 1.5225 0.8884 -0.194 -0.499 0.508
O 7.1960 -1.9013 5.1783 -0.448 0.008 -0.561
H 8.4917 0.3565 5.1706 0.013 -0.039 0.020
H 6.1995 -0.7965 0.7983 0.041 0.014 0.002
H 8.1498 2.2100 1.3182 0.156 0.244 -0.175
H 6.6655 -2.6527 4.8635 0.277 -0.155 0.018
C 5.8690 3.6641 -1.4193 -0.435 -0.153 -0.236
C 6.4776 4.6992 -2.0172 0.166 -0.395 0.685
C 5.9795 5.2943 -3.2887 -0.272 0.081 -0.411
O 6.5764 6.2424 -3.7554 0.340 0.178 0.145
C 4.8162 4.7069 -3.9060 -0.043 0.117 -0.138
C 4.1906 3.6706 -3.3381 0.155 0.190 -0.177
C 4.6682 3.0712 -2.0201 0.282 0.083 0.084
O 4.0559 2.1354 -1.5330 -0.022 0.269 -0.369
O 3.1272 3.1389 -3.9406 -0.083 -0.531 0.673
O 7.5662 5.2614 -1.5092 0.008 0.176 -0.204
H 6.2532 3.2521 -0.4977 -0.105 -0.094 -0.006
H 4.4809 5.1369 -4.8397 -0.065 -0.038 -0.004
H 2.8168 2.3996 -3.3856 -0.047 0.060 -0.047
H 7.8071 5.9826 -2.1228 0.044 0.044 0.010
C -4.9330 1.3554 0.3653 -0.113 -0.220 -0.018
C -4.8164 2.6907 0.3522 0.290 -0.353 0.094
C -5.9703 3.5815 -0.0152 -0.550 0.015 -0.178
O -5.8015 4.7847 0.0112 0.340 -0.009 0.091
C -7.2294 2.9564 -0.3877 0.106 0.155 0.031
C -7.3452 1.6221 -0.3777 -0.336 0.323 -0.132
C -6.1992 0.7348 0.0147 0.472 0.087 0.129
O -6.3795 -0.4718 0.0170 -0.292 -0.022 -0.204
O -8.4733 1.0034 -0.7114 0.309 -0.258 0.094
O -3.6845 3.3094 0.6615 -0.228 0.240 -0.062
H -4.1098 0.7062 0.6304 0.006 0.043 0.048
H -8.0472 3.6059 -0.6662 -0.018 -0.024 0.002
H -8.2971 0.0473 -0.6191 -0.110 -0.055 0.011
H -3.8723 4.2642 0.5750 0.039 0.055 0.008
C 0.6636 5.1643 -7.4813 -0.004 -0.002 -0.056
C 0.6596 4.8397 -6.1803 0.345 0.434 -0.444
C -0.2766 3.8034 -5.6322 -0.357 -0.352 0.075
O -0.2234 3.5336 -4.4434 0.204 0.227 -0.135
C -1.2088 3.1705 -6.5570 0.205 0.149 0.106
C -1.2028 3.5015 -7.8568 -0.278 -0.358 0.423
C -0.2504 4.5173 -8.4041 0.396 0.366 0.028
O -0.2834 4.7603 -9.5951 -0.234 -0.181 -0.068
O -2.0304 2.9560 -8.7379 0.099 0.166 -0.170
O 1.4949 5.4301 -5.3274 -0.255 -0.245 0.340
H 1.3350 5.9080 -7.8868 0.020 0.003 0.035
H -1.8890 2.4390 -6.1571 -0.120 -0.113 0.057
H -1.8123 3.3676 -9.5959 -0.024 -0.016 -0.100
H 1.3250 5.0502 -4.4452 0.016 -0.088 -0.085
C -7.5787 -1.5793 -5.3417 -0.046 -0.144 -0.320
C -7.4509 -1.6637 -4.0147 0.141 0.210 -0.331
C -8.2157 -2.6794 -3.2123 -0.303 -0.247 -0.118
O -8.0463 -2.7246 -2.0063 0.191 0.256 0.096
C -9.1308 -3.5621 -3.9176 0.117 0.045 0.182
C -9.2610 -3.4725 -5.2483 -0.222 -0.288 0.310
C -8.4757 -2.4749 -6.0515 0.352 0.420 0.040
O -8.6244 -2.4561 -7.2583 -0.243 -0.234 -0.037
O -10.0843 -4.2533 -5.9362 0.168 0.215 -0.224
O -6.6368 -0.8506 -3.3490 -0.185 -0.156 0.537
H -7.0323 -0.8546 -5.9259 -0.026 0.040 0.023
H -9.6887 -4.2770 -3.3292 -0.013 -0.007 -0.023
H -9.9870 -3.9866 -6.8704 -0.031 -0.037 -0.052
H -6.7026 -1.1020 -2.4075 0.154 -0.061 0.018
C -6.3660 2.9066 -6.7672 -0.096 -0.134 0.047
C -5.8175 3.9053 -7.4706 0.073 -0.230 0.381
C -6.3722 4.3303 -8.8011 -0.402 -0.143 -0.356
O -5.8392 5.2567 -9.3799 0.275 0.076 0.201
C -7.5180 3.6066 -9.3306 0.142 0.141 -0.002
C -8.0637 2.6050 -8.6279 -0.119 0.173 -0.422
C -7.5248 2.1998 -7.2867 0.378 0.091 0.367
O -8.0722 1.2932 -6.6856 -0.224 -0.044 -0.246
O -9.1077 1.9120 -9.0694 0.107 -0.109 0.347
O -4.7581 4.5800 -7.0409 -0.026 0.176 -0.287
H -5.9778 2.5930 -5.8078 0.002 0.028 -0.004
H -7.8976 3.9094 -10.2960 -0.024 -0.015 0.004
H -9.3039 1.2516 -8.3783 -0.056 -0.064 -0.027
H -4.5675 5.2431 -7.7320 0.023 0.047 -0.001
C 11.8314 -3.2974 9.0102 -0.047 -0.135 -0.113
C 11.3090 -2.1418 9.4450 0.406 -0.241 0.082
C 9.9626 -1.6626 8.9828 -0.310 -0.116 -0.250
O 9.5308 -0.6154 9.4244 0.214 0.074 0.130
C 9.2385 -2.4784 8.0187 -0.089 0.164 0.067
C 9.7615 -3.6294 7.5833 -0.384 0.223 -0.104
C 11.0953 -4.1219 8.0650 0.465 0.114 0.335
O 11.5033 -5.1860 7.6414 -0.269 -0.074 -0.227
O 9.1387 -4.4104 6.7008 0.260 -0.161 0.064
O 11.9433 -1.3548 10.3055 -0.340 0.150 -0.098
H 12.7979 -3.6539 9.3369 -0.001 0.018 0.024
H 8.2781 -2.1161 7.6799 -0.002 -0.015 -0.014
H 9.7321 -5.1745 6.5626 0.012 -0.044 -0.007
H 11.3552 -0.5913 10.4573 0.040 0.052 0.073
```
Positions in Å, forces in eV/Å.

Its total charge is +1. Its HOMO energy is -10.67 eV.

=====

A molecular structure, C31H35AsMnP2S2. Source: the OMol25 dataset; level of theory: ωB97M-V/def2-TZVPD.

XYZ file:
```
72
Properties=species:S:1:pos:R:3:forces:R:3
Mn 0.0155 -0.4777 -0.9694 0.058 -0.192 0.440
S 2.3341 0.0055 -1.4330 0.152 0.014 -0.118
P 1.5745 1.7613 -0.6634 0.096 0.085 -0.293
C 0.0032 1.5725 -0.1559 0.010 -0.305 0.281
P -1.5051 1.7884 -0.8098 -0.140 0.091 -0.447
S -2.2364 0.0362 -1.6415 -0.080 0.130 -0.081
C -1.6042 3.0696 -2.1018 -0.145 0.180 0.068
C -1.1304 2.8067 -3.3828 0.073 -0.098 -0.060
C -1.1036 3.8050 -4.3415 0.014 0.039 -0.057
C -1.5624 5.0800 -4.0385 -0.031 -0.020 0.068
C -2.0417 5.3513 -2.7651 0.027 0.022 -0.105
C -2.0569 4.3533 -1.8022 -0.015 -0.030 0.068
C -2.7284 2.3380 0.4052 0.033 -0.035 0.121
C -2.2921 2.8784 1.6075 0.022 -0.022 -0.019
C -3.2120 3.3591 2.5301 0.014 0.013 0.029
C -4.5677 3.2984 2.2495 -0.040 -0.008 -0.019
C -5.0072 2.7517 1.0483 -0.017 0.022 0.052
C -4.0909 2.2706 0.1291 -0.039 -0.007 -0.023
C 1.8621 3.0709 -1.8921 -0.013 0.157 0.031
C 2.4918 2.8512 -3.1089 0.031 -0.093 0.019
C 2.6685 3.8983 -4.0041 -0.006 0.036 -0.059
C 2.2074 5.1661 -3.6920 -0.029 0.023 0.059
C 1.5675 5.3917 -2.4771 0.057 0.027 -0.063
C 1.4023 4.3521 -1.5810 -0.023 -0.034 0.026
C 2.6776 2.2454 0.6898 0.037 -0.023 0.052
C 4.0163 2.5307 0.4274 0.000 0.002 -0.001
C 4.8633 2.8880 1.4608 -0.001 0.011 0.067
C 4.3789 2.9586 2.7637 0.076 0.013 -0.029
C 3.0497 2.6738 3.0265 -0.051 -0.009 0.032
C 2.1970 2.3183 1.9886 -0.022 -0.005 -0.016
H -0.7804 1.8128 -3.6376 -0.009 -0.013 0.052
H -0.7204 3.5877 -5.3306 -0.009 -0.004 0.003
H -1.5461 5.8559 -4.7933 0.002 0.009 0.005
H -2.4032 6.3413 -2.5168 -0.002 0.001 -0.008
H -2.4288 4.5849 -0.8117 0.001 -0.039 0.013
H -1.2270 2.9078 1.8053 -0.002 0.011 0.008
H -2.8680 3.7789 3.4669 -0.007 0.000 0.000
H -5.2871 3.6722 2.9672 0.002 -0.002 0.001
H -6.0666 2.6972 0.8326 0.001 0.005 0.003
H -4.4347 1.8358 -0.8019 0.036 -0.005 -0.011
H 2.8430 1.8563 -3.3517 -0.007 -0.003 -0.003
H 3.1628 3.7203 -4.9510 0.006 -0.013 0.011
H 2.3418 5.9803 -4.3929 -0.009 0.003 0.000
H 1.1943 6.3781 -2.2331 0.004 -0.001 -0.003
H 0.8980 4.5287 -0.6369 0.014 -0.016 0.002
H 4.3960 2.4731 -0.5863 -0.026 -0.010 -0.009
H 5.9020 3.1120 1.2543 0.000 0.001 0.007
H 5.0429 3.2373 3.5722 0.001 0.002 -0.005
H 2.6727 2.7285 4.0401 0.002 0.002 -0.002
H 1.1532 2.0899 2.1676 -0.006 -0.005 0.012
C -2.5542 -2.8055 1.4780 -0.072 0.082 0.108
C -1.8888 -3.6018 0.3659 0.035 -0.162 -0.035
As -0.0851 -2.9717 -0.0118 -0.056 0.271 -0.201
C 0.4446 -4.0859 -1.5328 0.101 -0.040 0.060
C 0.2946 -5.5886 -1.3541 -0.005 -0.126 0.007
C 0.9626 -3.7031 1.4615 -0.103 -0.103 0.011
C 2.4494 -3.4214 1.3018 0.112 0.014 -0.029
H -3.5713 -3.1603 1.6520 0.005 -0.004 -0.015
H -2.6143 -1.7463 1.2202 0.019 -0.002 -0.019
H -2.0169 -2.8933 2.4245 0.035 -0.007 -0.027
H -2.4454 -3.4923 -0.5672 0.005 -0.003 -0.001
H -1.8419 -4.6669 0.6028 -0.038 0.017 0.016
H 1.4807 -3.8120 -1.7447 -0.002 -0.026 -0.013
H -0.1416 -3.7339 -2.3842 -0.031 0.025 0.027
H 0.8707 -5.9636 -0.5061 0.004 0.051 0.010
H 0.6487 -6.1211 -2.2388 -0.004 0.025 -0.009
H -0.7466 -5.8754 -1.2008 0.000 0.023 0.012
H 0.7590 -4.7749 1.5211 0.015 0.019 0.019
H 0.5746 -3.2508 2.3757 -0.003 0.030 -0.022
H 2.8611 -3.9220 0.4232 -0.024 0.001 -0.007
H 3.0056 -3.7794 2.1693 -0.004 0.006 0.002
H 2.6479 -2.3540 1.1900 -0.026 0.003 0.003
```
Positions in Å, forces in eV/Å.

Its expectation value of S² is 8.7622. Its HOMO energy (alpha / beta) is -6.66 / -7.66 eV. As for the multiplicity: 6.

=====

A gas-phase ion, C5H11N (charge -1) in a non-equilibrium geometry. Source: the OMol25 dataset; level of theory: ωB97M-V/def2-TZVPD.

XYZ file:
```
17
Properties=species:S:1:pos:R:3:forces:R:3
C 2.5665 0.0203 -0.5374 0.079 1.001 -1.210
N 1.2165 -0.4880 -0.7298 -1.009 0.137 1.518
C 0.5555 -0.4907 0.6828 -2.536 2.295 -2.345
C -1.0045 -0.8125 0.4718 2.016 -1.191 -0.623
C -1.6058 0.3237 -0.2359 -1.261 -1.992 -2.715
C -2.1861 1.3687 0.3409 -1.310 2.485 1.254
H 2.5452 1.1160 -0.3025 0.296 -0.515 -0.116
H 2.9917 -0.4788 0.3180 0.333 -0.236 0.208
H 3.2362 -0.1433 -1.4361 -0.747 0.123 0.857
H 0.6377 0.1244 -1.3804 0.905 -0.840 1.423
H 0.9491 -1.2601 1.3087 0.982 -0.274 0.438
H 0.5373 0.6229 1.1196 0.508 -2.430 -0.504
H -1.0255 -1.7716 -0.2234 -0.120 1.594 1.614
H -1.5102 -0.9680 1.4621 0.418 -0.108 -0.536
H -1.9275 0.0082 -1.2951 0.711 1.036 1.387
H -2.1644 1.5644 1.4454 0.291 -0.294 -1.066
H -2.7381 2.1446 -0.2417 0.444 -0.792 0.415
```
Positions in Å, forces in eV/Å.

Its total charge is -1. Its expectation value of S² is 0.7518. Its HOMO energy (alpha / beta) is 1.32 / -4.81 eV. The relative energy (zero: lowest compared OMol25 entry of this formula, charge and spin) comes out at 1.832 eV. As for the multiplicity: 2.